Below is C29H38CsN10O2S2 as an isolated structure at a distorted geometry, with properties calculated with the ωB97M-V functional and the def2-TZVPD basis.

net charge	+1
E_LUMO	-2.06	eV
gap between HOMO and LUMO	0.3031	hartree
multiplicity	1
DFT total energy	-2642.22711	Eh

Last column: Löwdin charge in e.
CARTESIAN COORDINATES (ANGSTROEM)
Cs (-0.294, 0.080, 0.552)  1.108
C (5.198, -3.815, 0.483)  -0.068
N (4.350, -2.689, 0.166)  -0.122
C (3.530, -2.513, -0.883)  -0.129
N (2.918, -1.353, -0.788)  0.079
C (3.413, -0.838, 0.356)  -0.248
N (4.268, -1.624, 0.965)  0.120
C (4.448, -5.085, 0.171)  -0.211
C (4.838, -5.950, -0.845)  -0.025
C (4.023, -7.016, -1.198)  -0.053
C (2.797, -7.205, -0.586)  -0.003
C (2.419, -6.355, 0.450)  -0.129
C (3.261, -5.318, 0.842)  0.029
C (1.092, -6.308, 1.015)  -0.275
N (0.742, -5.564, 2.026)  0.107
N (-0.592, -5.527, 2.046)  0.113
C (-1.016, -6.246, 1.048)  -0.272
O (0.015, -6.802, 0.369)  0.167
C (-2.356, -6.238, 0.511)  -0.132
C (-2.748, -7.083, -0.524)  -0.007
C (-3.976, -6.885, -1.129)  -0.054
C (-4.790, -5.830, -0.745)  -0.024
C (-4.398, -4.979, 0.283)  -0.204
C (-5.206, -3.766, 0.672)  -0.068
N (-4.368, -2.594, 0.662)  -0.133
C (-3.501, -2.192, -0.274)  -0.136
N (-2.881, -1.099, 0.123)  -0.084
C (-3.425, -0.869, 1.340)  -0.266
N (-4.317, -1.755, 1.693)  0.124
C (-3.190, -5.201, 0.923)  0.031
H (5.432, -3.740, 1.548)  0.135
H (6.136, -3.744, -0.079)  0.134
H (3.411, -3.215, -1.684)  0.137
H (3.157, 0.134, 0.724)  0.086
H (5.759, -5.774, -1.382)  0.117
H (4.325, -7.667, -2.003)  0.111
H (2.135, -7.987, -0.923)  0.121
H (2.925, -4.669, 1.637)  0.108
H (-2.091, -7.874, -0.854)  0.121
H (-4.289, -7.539, -1.929)  0.111
H (-5.729, -5.667, -1.255)  0.116
H (-5.584, -3.860, 1.693)  0.141
H (-6.052, -3.632, -0.008)  0.134
H (-3.349, -2.693, -1.210)  0.141
H (-3.161, -0.041, 1.968)  0.099
H (-2.853, -4.555, 1.719)  0.128
C (3.613, 1.655, 3.255)  -0.053
N (2.364, 1.342, 3.917)  -0.210
C (1.560, 2.524, 4.135)  -0.101
C (1.757, 0.132, 3.780)  -0.782
S (0.092, 0.014, 3.698)  0.571
N (2.511, -0.993, 3.780)  -0.209
C (1.885, -2.270, 3.504)  -0.115
C (3.774, -1.096, 4.483)  -0.051
H (3.412, 2.291, 2.385)  0.091
H (4.120, 0.757, 2.920)  0.066
H (4.259, 2.218, 3.932)  0.101
H (2.184, 3.284, 4.605)  0.095
H (0.732, 2.292, 4.801)  0.059
H (1.158, 2.920, 3.196)  0.078
H (1.280, -2.219, 2.594)  0.055
H (1.234, -2.580, 4.329)  0.092
H (2.669, -3.014, 3.367)  0.076
H (3.953, -0.195, 5.062)  0.092
H (4.605, -1.271, 3.793)  0.081
H (3.725, -1.938, 5.175)  0.098
C (-0.934, 5.862, -0.782)  -0.133
C (-0.007, 4.993, 0.045)  -0.362
S (-0.095, 3.255, -0.555)  0.878
O (0.526, 2.424, 0.501)  -0.916
C (1.190, 3.376, -1.880)  -0.352
C (2.592, 3.481, -1.310)  -0.121
H (-0.888, 6.896, -0.449)  0.084
H (-1.963, 5.519, -0.684)  0.077
H (-0.662, 5.838, -1.836)  0.069
H (-0.322, 4.944, 1.086)  0.094
H (1.026, 5.327, -0.004)  0.083
H (0.924, 4.227, -2.502)  0.085
H (1.076, 2.459, -2.462)  0.087
H (2.820, 4.494, -0.982)  0.075
H (3.326, 3.195, -2.061)  0.086
H (2.684, 2.806, -0.458)  0.055

Below is a 2-piece molecular cluster, C9H14 overall at a distorted geometry, with properties calculated with the ωB97M-V functional and the def2-TZVPD basis.

net charge	+1
E_LUMO (alpha / beta)	-4.56 / -8.20	eV
gap between HOMO and LUMO (alpha / beta)	0.3497 / 0.2158	hartree
<S²>	0.7681
multiplicity	2
DFT total energy	-350.99276	Eh

Last column: Mulliken spin population.
CARTESIAN COORDINATES (ANGSTROEM)
C (0.009, 4.196, 0.292)  0.000
C (0.942, 4.126, -0.910)  0.000
H (-0.536, 5.123, 0.395)  0.000
H (-0.749, 3.400, 0.217)  0.000
H (0.515, 3.866, 1.200)  0.000
H (1.289, 5.110, -1.239)  0.000
H (0.546, 3.660, -1.822)  0.000
H (1.833, 3.513, -0.729)  0.000
C (1.978, -2.477, -0.130)  0.022
C (-1.840, -0.706, 0.366)  0.306
C (-1.667, -2.056, 0.772)  0.089
C (-0.831, -0.006, -0.338)  0.032
C (-0.415, -2.593, 0.695)  0.096
C (0.373, -0.580, -0.535)  0.132
C (0.637, -1.874, 0.052)  0.236
H (-2.689, -0.077, 0.591)  0.007
H (-2.462, -2.704, 1.106)  0.005
H (-0.995, 0.984, -0.742)  0.005
H (-0.222, -3.614, 0.998)  0.003
H (1.127, -0.205, -1.220)  0.001
H (2.128, -2.733, -1.189)  0.041
H (2.089, -3.364, 0.487)  -0.002
H (2.703, -1.736, 0.211)  0.027

Below is C4H8ILiO2S as an isolated structure at a distorted geometry, with properties calculated with the ωB97M-V functional and the def2-TZVPD basis.

E_LUMO	-0.73	eV
gap between HOMO and LUMO	0.2502	hartree
multiplicity	1
DFT total energy	-1010.89097	Eh

Last column: natural (NBO) charge in e.
CARTESIAN COORDINATES (ANGSTROEM)
Li (-26.515, 17.403, -23.113)  0.892
I (-26.140, 15.568, -23.303)  -0.633
C (-27.798, 14.888, -20.323)  -0.438
C (-28.061, 15.092, -18.770)  -0.420
C (-27.056, 16.044, -18.128)  -0.668
S (-25.671, 16.363, -19.346)  2.129
O (-24.622, 15.421, -19.283)  -0.937
O (-25.240, 17.738, -19.338)  -0.958
C (-26.812, 15.979, -20.851)  -0.643
H (-28.557, 14.472, -20.985)  0.243
H (-27.096, 14.074, -20.508)  0.216
H (-28.166, 14.078, -18.385)  0.230
H (-29.051, 15.533, -18.652)  0.214
H (-26.677, 15.805, -17.134)  0.252
H (-27.411, 17.023, -17.805)  0.245
H (-26.277, 15.867, -21.794)  0.109
H (-27.507, 16.813, -20.950)  0.167

Below is C30H42CdN11S as an isolated structure, with properties calculated with the ωB97M-V functional and the def2-TZVPD basis.

net charge	+1
E_LUMO	-3.34	eV
gap between HOMO and LUMO	0.2042	hartree
multiplicity	1
DFT total energy	-2336.42035	Eh

Last column: Löwdin charge in e.
CARTESIAN COORDINATES (ANGSTROEM)
Cd (-0.836, 0.086, 0.929)  1.386
C (-0.018, 3.913, 3.684)  -0.008
C (-0.069, 2.520, 3.130)  -0.270
N (-1.123, 1.920, 2.771)  0.019
N (-2.328, 2.511, 2.910)  -0.017
C (-3.460, 1.803, 2.591)  -0.879
N (-4.591, 2.499, 2.773)  0.113
S (-3.451, 0.252, 1.997)  0.698
C (1.166, 1.694, 2.985)  -0.228
C (2.277, 1.938, 3.766)  0.002
C (3.384, 1.107, 3.645)  -0.020
C (3.347, 0.066, 2.738)  -0.029
C (2.193, -0.111, 1.991)  -0.147
N (1.125, 0.677, 2.115)  0.047
H (-0.698, 4.569, 3.135)  0.086
H (0.980, 4.334, 3.588)  0.086
H (-0.300, 3.936, 4.740)  0.107
H (-2.401, 3.445, 3.280)  0.136
H (-4.626, 3.348, 3.314)  0.116
H (-5.456, 2.007, 2.619)  0.107
H (2.277, 2.750, 4.482)  0.119
H (4.262, 1.275, 4.257)  0.123
H (4.192, -0.596, 2.600)  0.121
H (2.116, -0.896, 1.251)  0.062
C (-1.075, -2.305, 3.152)  -0.110
N (-0.854, -2.264, 1.696)  -0.281
C (0.354, -3.024, 1.343)  -0.076
C (-1.995, -2.768, 0.926)  -0.254
C (-2.693, -3.886, 1.364)  -0.044
C (-3.783, -4.374, 0.663)  -0.091
C (-4.183, -3.710, -0.492)  -0.082
C (-3.487, -2.605, -0.950)  -0.035
C (-2.350, -2.122, -0.279)  -0.296
N (-1.631, -1.010, -0.670)  -0.087
C (-1.666, -0.442, -1.930)  -0.286
C (-1.732, -1.192, -3.116)  -0.050
C (-1.659, -0.592, -4.359)  -0.074
C (-1.516, 0.787, -4.471)  -0.083
C (-1.446, 1.544, -3.315)  -0.050
C (-1.508, 0.951, -2.058)  -0.243
N (-1.446, 1.786, -0.855)  -0.261
C (-0.348, 2.758, -0.899)  -0.090
C (-2.729, 2.485, -0.673)  -0.088
H (-0.983, -3.318, 3.560)  0.086
H (-2.066, -1.924, 3.383)  0.057
H (-0.330, -1.677, 3.646)  0.075
H (1.178, -2.737, 1.999)  0.075
H (0.623, -2.818, 0.305)  0.071
H (0.185, -4.099, 1.455)  0.100
H (-2.385, -4.386, 2.277)  0.110
H (-4.311, -5.252, 1.013)  0.101
H (-5.058, -4.049, -1.037)  0.107
H (-3.829, -2.084, -1.837)  0.108
H (-1.815, -2.270, -3.038)  0.116
H (-1.703, -1.206, -5.251)  0.109
H (-1.463, 1.264, -5.441)  0.104
H (-1.343, 2.621, -3.398)  0.109
H (-0.484, 3.523, -1.668)  0.085
H (0.594, 2.240, -1.085)  0.058
H (-0.280, 3.264, 0.068)  0.075
H (-2.862, 3.259, -1.437)  0.095
H (-2.762, 2.962, 0.307)  0.058
H (-3.546, 1.773, -0.747)  0.088
C (2.989, -1.629, -1.062)  -0.195
N (2.175, -0.397, -1.138)  -0.085
C (3.107, 0.747, -1.081)  -0.189
N (4.110, 0.719, -2.141)  -0.082
C (4.866, -0.536, -2.022)  -0.164
N (3.995, -1.715, -2.116)  -0.083
C (3.302, -1.668, -3.413)  -0.160
N (2.508, -0.443, -3.562)  -0.075
C (1.532, -0.388, -2.475)  -0.172
C (3.409, 0.707, -3.436)  -0.160
H (2.323, -2.491, -1.137)  0.117
H (3.501, -1.662, -0.095)  0.113
H (3.619, 0.739, -0.115)  0.110
H (2.536, 1.673, -1.162)  0.106
H (5.385, -0.550, -1.062)  0.124
H (5.607, -0.580, -2.820)  0.127
H (2.643, -2.533, -3.498)  0.128
H (4.044, -1.714, -4.210)  0.127
H (0.862, -1.245, -2.546)  0.118
H (0.933, 0.518, -2.580)  0.103
H (2.830, 1.626, -3.537)  0.127
H (4.149, 0.670, -4.235)  0.127